This record from the Open Molecules 2025 dataset describes a 14-piece molecular cluster, C45H121N3O36S11 overall in a non-equilibrium geometry. The level of theory is ωB97M-V/def2-TZVPD.

Results
DFT total energy = -9039.85645 Ha
HOMO-LUMO gap = 9.40 eV
Maximum force = 0.066 Eh/bohr
E_LUMO = 0.2 eV

The geometry in XYZ format:
```
216
C45H121N3O36S11 ωB97M-V/def2-TZVPD
C 4.15881 -2.78996 3.51378
C 4.19337 -2.53449 2.02171
C 4.22604 -3.89383 1.34750
O 5.31410 -4.67406 1.76397
C 6.59081 -4.10046 1.48416
N 3.11579 -1.67555 1.56982
H 4.19984 -1.80300 4.02358
H 4.94382 -3.53077 3.87622
H 3.26231 -3.27457 3.73672
H 5.13100 -1.99312 1.76089
H 4.20514 -3.80954 0.27604
H 3.26182 -4.34447 1.62300
H 6.75159 -3.10712 1.90440
H 6.80911 -4.07738 0.39647
H 7.28916 -4.80692 2.01761
H 2.26126 -2.26500 1.48274
H 3.28710 -1.39626 0.62587
C -4.64628 4.20261 -1.23615
C -3.96849 3.71791 0.01428
C -4.95520 3.11829 0.98518
O -5.95653 4.05151 1.25784
C -6.39699 4.13409 2.60065
N -2.88878 2.71465 -0.38813
H -4.01103 4.80938 -1.89090
H -5.46136 4.83545 -0.98195
H -4.96284 3.29632 -1.72041
H -3.48401 4.58727 0.50196
H -4.37567 2.84388 1.87628
H -5.41919 2.20567 0.58482
H -5.47358 4.41444 3.17600
H -6.76391 3.18007 2.88032
H -7.20230 4.85858 2.66708
H -2.14198 2.75442 0.33182
H -2.52753 3.15069 -1.27868
C 0.92998 -6.57230 -5.51153
C 1.73924 -5.89918 -4.36010
C 1.67250 -6.89580 -3.20102
O 0.38404 -6.87674 -2.65414
C 0.19514 -7.51270 -1.46547
N 3.09510 -5.42791 -4.66461
H 1.47621 -7.33329 -6.03627
H 0.71672 -5.78135 -6.27070
H -0.05707 -6.96666 -5.10525
H 1.16717 -5.03485 -4.07967
H 2.41767 -6.53153 -2.47879
H 1.93496 -7.84264 -3.54821
H -0.87713 -7.53339 -1.22302
H 0.66160 -6.83417 -0.72946
H 0.63482 -8.51838 -1.28132
H 3.63701 -6.21744 -5.13792
H 3.06325 -4.58073 -5.28540
O 0.65207 3.35937 -3.63076
S -0.06822 4.50280 -3.21694
O -0.67832 4.59755 -1.92002
O 1.02671 5.66325 -3.45634
C 0.73205 7.01761 -2.96284
C -0.20231 7.74399 -3.82353
C -1.28222 4.76250 -4.50313
H 1.70656 7.51927 -2.93008
H 0.36375 6.96063 -1.90256
H 0.12915 7.81036 -4.90728
H -0.38014 8.78870 -3.45013
H -1.23164 7.32136 -3.78242
H -1.92941 5.55772 -4.08717
H -1.79508 3.80408 -4.56014
H -0.75877 5.06493 -5.42514
O -3.13565 1.14743 7.32102
S -3.19165 1.44805 5.94325
O -1.99011 1.41859 5.12552
O -4.21745 0.36563 5.29480
C -4.23027 0.33744 3.80936
C -4.16773 -1.07219 3.37192
C -4.04929 2.99833 5.68946
H -3.39843 0.87232 3.44382
H -5.12027 0.90460 3.50828
H -3.16610 -1.53231 3.48109
H -4.37091 -0.90599 2.30824
H -4.96757 -1.73841 3.70637
H -4.04338 3.14327 4.64250
H -3.48260 3.70853 6.33787
H -5.09731 2.92114 6.02969
O -4.01813 -2.18939 -3.18784
S -4.86589 -1.69909 -2.11988
O -6.24559 -1.33361 -2.32819
O -4.81764 -2.77104 -0.98685
C -3.49431 -3.47978 -0.79699
C -3.54251 -4.37606 0.38027
C -3.97805 -0.34629 -1.40073
H -2.65016 -2.81340 -0.74555
H -3.28578 -4.13577 -1.71699
H -4.33910 -5.14883 0.18432
H -3.82030 -3.90721 1.33452
H -2.54694 -4.82474 0.57928
H -2.88191 -0.66714 -1.32108
H -4.15194 -0.15681 -0.33546
H -4.09209 0.55561 -2.01478
O 1.15392 -5.43775 2.49686
S 0.07051 -4.52695 2.67398
O -0.27822 -3.58773 1.63163
O -1.30818 -5.21438 3.08275
C -1.32075 -6.62268 3.43268
C -1.65293 -7.48227 2.26846
C 0.38907 -3.63188 4.19632
H -1.95697 -6.74965 4.35373
H -0.32208 -6.79257 3.78336
H -2.57299 -7.15542 1.72269
H -1.77047 -8.57170 2.43239
H -0.87086 -7.38018 1.54367
H -0.48995 -3.02347 4.42912
H 1.30953 -3.00342 4.15453
H 0.53530 -4.40370 4.98275
O -0.50881 -1.06801 -6.66132
S 0.00904 -2.04973 -5.75070
O 0.28058 -3.35378 -6.17561
O 1.34751 -1.51444 -5.15670
C 1.54394 -0.02399 -5.05700
C 2.25970 0.48740 -6.28171
C -1.22385 -2.18863 -4.42269
H 2.11451 0.04324 -4.15478
H 0.54962 0.39291 -4.90709
H 2.45810 1.55197 -6.21203
H 1.69560 0.32311 -7.24003
H 3.23870 0.03521 -6.40998
H -2.07506 -2.73019 -4.91421
H -1.48672 -1.12414 -4.14183
H -0.77491 -2.73110 -3.62299
O 2.08997 2.78253 -0.96587
S 3.46048 3.05865 -1.30953
O 3.82610 4.33068 -1.81874
O 4.32049 3.00943 -0.03339
C 4.33250 1.81424 0.78714
C 4.16070 2.32741 2.19764
C 4.12900 1.87256 -2.37137
H 5.29128 1.41174 0.70039
H 3.54225 1.16275 0.40484
H 4.17464 1.53599 2.93835
H 3.20053 2.86207 2.40767
H 4.91065 2.98118 2.55844
H 3.58094 2.06569 -3.31636
H 3.96281 0.89004 -1.96593
H 5.19110 2.13824 -2.54980
O -4.05946 2.64584 -5.64780
S -3.94149 1.51198 -4.78053
O -2.82609 1.44661 -3.90995
O -5.28813 1.46212 -4.03465
C -6.51521 2.10323 -4.41988
C -7.24166 1.34649 -5.51961
C -4.08178 -0.06564 -5.65573
H -6.20799 3.09176 -4.80040
H -7.08082 2.13980 -3.46733
H -6.57566 1.04535 -6.30278
H -8.00666 2.06344 -5.82635
H -7.72327 0.42577 -5.16348
H -4.27829 -0.79821 -4.86379
H -3.17390 -0.19878 -6.18384
H -4.88992 -0.01401 -6.37163
O -1.65251 6.04197 2.57455
S -1.31092 4.76462 3.09377
O -2.29856 3.74717 3.29049
O -0.11511 4.10862 2.24737
C 0.38839 4.89314 1.07360
C 1.40259 5.92497 1.53295
C -0.51734 4.98891 4.64055
H -0.49201 5.44437 0.63829
H 0.84587 4.10843 0.42451
H 0.95062 6.84576 1.88183
H 2.03875 6.17660 0.65059
H 2.07069 5.46586 2.21449
H -0.28858 3.98361 5.08352
H -1.20547 5.59219 5.27976
H 0.31999 5.66776 4.42875
O 2.24225 4.00571 5.59121
S 2.54751 2.97885 6.47919
O 3.89871 2.60082 6.83774
O 1.79140 3.38576 7.83916
C 2.15350 2.66149 9.00129
C 3.25205 3.41809 9.69692
C 1.78489 1.56238 5.85432
H 2.44839 1.74504 8.59840
H 1.25125 2.46668 9.61819
H 3.64773 2.88027 10.60077
H 2.85460 4.40812 10.00841
H 4.04292 3.41051 8.98008
H 1.98592 0.77689 6.52282
H 2.21297 1.41361 4.90202
H 0.66424 1.79109 5.60743
O 4.40023 -1.08282 -1.34899
S 4.41058 -2.11201 -2.37907
O 4.41985 -1.55974 -3.73810
O 5.63277 -3.06119 -2.14968
C 6.91204 -2.44831 -1.81813
C 7.99294 -3.46959 -2.02230
C 3.12149 -3.23481 -2.14606
H 6.87385 -2.03553 -0.76344
H 7.03521 -1.54262 -2.44758
H 7.88102 -4.50811 -1.70064
H 8.98810 -3.17399 -1.53176
H 8.22504 -3.37373 -3.05661
H 2.20995 -2.74578 -2.36096
H 3.01357 -3.60459 -1.13346
H 3.27103 -4.01595 -2.94178
O 1.46473 -0.47530 -0.78330
S 0.07567 -0.10738 -0.78180
O -0.82510 -1.16504 -1.18654
O -0.31460 0.48129 0.67770
C 0.29000 -0.15369 1.84050
C 0.00393 0.74069 2.97441
C -0.29663 1.20536 -1.75911
H 1.40398 -0.45508 1.81646
H -0.35919 -1.05489 1.98066
H 0.12991 0.13365 3.87730
H -1.07381 1.06118 2.97549
H 0.64085 1.59248 3.13687
H 0.30792 2.04422 -1.51688
H -1.41626 1.35550 -1.67415
H -0.04152 0.95476 -2.77429
```